[1]
{"formula": "C4H11NO3", "method": "the ωB97M-V functional and the def2-TZVPD basis", "elements": ["C", "C", "C", "C", "N", "O", "O", "O", "H", "H", "H", "H", "H", "H", "H", "H", "H", "H", "H"], "xyz": [[-0.915534, -0.170586, 0.239329], [1.156916, -0.674624, 0.325300], [1.081564, 0.146538, -0.810308], [-1.673466, 0.590909, -0.831248], [-0.984496, 0.505385, 1.485557], [-1.443230, -1.477596, 0.380006], [1.651765, -0.237782, 1.501730], [2.880143, -0.134322, -1.201121], [-1.386496, -1.930106, -0.472230], [1.482558, 0.714721, 1.589184], [3.422712, 0.417714, -0.615518], [1.204492, -1.751346, 0.230347], [-0.731447, -0.120649, 2.243924], [-1.921358, 0.851756, 1.681438], [0.768972, -0.297418, -1.743422], [1.059127, 1.222291, -0.695271], [-2.742556, 0.623251, -0.583250], [-1.591151, 0.103294, -1.804739], [-1.318515, 1.618570, -0.919708]], "forces_ev_per_angstrom": [[0.5, -1.0, 1.3], [-2.8, 0.9, 0.2], [4.5, -0.6, -0.6], [0.3, 0.1, -0.2], [0.0, 0.1, 0.1], [-0.3, -0.3, -0.3], [-0.3, 0.1, -0.1], [-1.2, 0.8, -0.2], [0.0, 0.0, 0.1], [0.0, -0.2, -0.1], [-0.3, -0.1, -0.2], [-0.1, 0.1, 0.0], [0.1, 0.0, -0.1], [0.1, 0.0, -0.1], [-0.3, 0.1, 0.1], [-0.3, -0.1, 0.0], [0.2, -0.1, 0.2], [0.0, 0.1, 0.0], [0.0, -0.1, 0.0]]}



[2]
{"formula": "C4H11NO3", "method": "the ωB97M-V functional and the def2-TZVPD basis", "elements": ["C", "N", "C", "C", "C", "O", "O", "H", "H", "H", "H", "H", "H", "H", "H", "H", "O", "H", "H"], "xyz": [[2.010823, 0.544715, -0.230047], [0.655055, 0.078283, 0.123284], [0.657184, -1.081150, 0.974998], [-0.108806, -0.044169, -1.077411], [-1.542771, -0.375714, -0.810814], [-2.227559, 0.253603, -0.068896], [-2.036852, -1.560892, -1.392719], [2.660250, 0.050075, -0.908003], [2.705125, 0.454494, 0.731526], [2.002761, 1.589862, -0.531879], [1.267817, -0.814024, 1.889623], [-0.483595, -1.276146, 1.068939], [1.149498, -1.985229, 0.563365], [0.307331, -0.792041, -1.811693], [-0.182243, 1.062890, -1.495694], [-3.035390, -1.649620, -1.159340], [-1.136330, 2.160571, 1.720373], [-1.809129, 2.136301, 1.004393], [-0.853163, 1.248188, 1.409995]], "forces_ev_per_angstrom": [[1.1, 0.8, 3.7], [1.9, 0.4, -0.6], [-1.0, -0.3, 0.4], [-0.1, 1.3, -2.0], [-1.2, -2.3, -0.1], [-0.7, 0.6, 0.3], [-1.0, 1.3, 0.7], [-0.2, -1.3, -1.4], [-1.7, 0.6, -1.6], [-0.2, 0.1, 0.1], [-1.4, -0.4, -0.6], [2.1, -0.2, 0.9], [-0.3, 0.2, -0.2], [-0.2, 0.9, 0.4], [0.4, -2.3, 0.2], [2.5, 0.5, -0.4], [-0.4, -2.0, -1.8], [0.0, 1.0, 0.8], [0.6, 1.3, 1.2]], "smiles": "CN(C)CC(=O)O.O"}



In order of appearance, highest occupied orbital energy = -7.61 -9.35 eV.
In order of appearance, ΔE to the lowest compared entry with this formula, charge and spin = 493.80 222.56 kJ/mol.
In order of appearance, Kohn-Sham gap = 0.301 0.363 Eh.